No. 1
58
Properties=species:S:1:pos:R:3:forces:R:3 method="wB97M-V/def2-TZVPD" e_homo_ha=-0.4494 e_lumo_ev=-1.73 charge=+1 gap_ev=10.5 smiles="N[C@@H](CCCC[NH3+])c1nnc([C@H](CCC(=O)O)NC(=O)C2CCNCC2)o1"
H 2.688 0.498 0.758 0.0 0.0 -0.1
N -2.555 0.548 0.348 0.1 0.0 -0.1
N 1.472 -1.202 0.502 0.4 0.0 -0.2
C -1.671 -2.278 2.224 -0.1 0.0 0.0
H -3.967 4.117 0.524 0.0 0.1 0.1
H 3.478 0.486 -1.624 0.0 0.0 0.0
H -1.670 0.422 0.898 -0.4 0.1 -0.3
H 4.616 -0.972 0.297 0.1 0.0 0.0
H 5.159 -1.094 -1.369 0.0 0.0 0.1
C -0.372 -2.461 1.417 -0.1 0.0 0.0
H -3.091 2.966 2.550 0.1 -0.1 0.0
O -0.190 -0.039 1.455 0.2 0.1 0.3
H -0.331 4.342 0.372 -0.1 -0.1 -0.2
H -2.024 -3.070 -1.558 0.0 0.1 0.0
C 4.308 -1.265 -0.710 0.0 0.0 -0.2
H -3.749 -2.315 -0.397 0.1 0.0 0.0
N 0.075 0.520 -1.274 1.2 -0.8 0.1
H 2.536 -0.975 -1.924 0.0 0.1 -0.1
C 2.147 -0.032 -0.038 0.0 0.2 0.1
C 4.058 -2.755 -0.685 -0.2 0.2 0.1
C 1.090 0.884 -0.562 -0.5 -0.3 -0.6
H -1.743 -1.236 2.542 0.0 -0.1 0.1
H -1.268 -1.532 -1.123 0.0 -0.1 -0.1
H -2.536 4.819 1.257 -0.1 0.1 0.0
N -0.129 4.732 -1.729 0.1 0.2 -0.2
H 0.884 4.747 -1.714 0.0 0.1 0.0
N -0.723 1.602 -1.392 -0.2 1.2 -0.1
H -2.989 -3.758 1.362 -0.1 0.1 0.0
C 3.105 -0.432 -1.167 0.0 -0.1 0.2
H 0.345 -3.057 1.987 0.0 0.0 0.0
H -3.851 0.916 1.932 0.0 0.0 -0.1
C -0.668 3.965 -0.613 0.1 0.1 0.2
H -1.646 -2.889 3.125 0.0 0.0 0.0
N -2.899 -2.053 0.093 -0.3 -0.5 -0.1
C -2.917 -2.666 1.425 0.0 -0.1 0.3
O 2.987 -3.278 -0.470 -0.1 -0.2 0.0
H -1.027 -4.198 0.342 0.1 0.0 0.0
H -2.502 4.889 -1.188 0.0 0.0 -0.1
O 1.024 2.183 -0.226 0.3 0.1 0.2
H 5.009 -4.403 -0.885 -0.3 0.2 0.1
C -1.721 -2.443 -0.716 0.2 -0.1 -0.2
C -2.717 2.715 1.557 -0.2 0.2 -0.1
H -4.292 1.732 0.427 0.0 -0.1 0.0
C -2.207 3.971 -0.678 0.1 0.1 0.2
H 0.227 -3.305 -0.499 0.0 -0.1 0.0
H -2.536 3.144 -1.305 -0.1 0.1 -0.1
O 5.158 -3.443 -0.917 0.7 -0.2 -0.1
C -2.899 3.962 0.686 0.1 -0.1 -0.1
H -1.657 2.481 1.668 0.1 0.0 0.1
H -2.267 0.945 -0.561 -0.1 -0.1 0.3
C -0.673 -3.195 0.103 -0.1 0.1 0.0
H -3.809 -2.309 1.945 0.0 -0.1 0.0
H 1.862 -2.106 0.229 -0.1 0.1 0.0
H -0.457 5.690 -1.696 0.0 0.0 0.0
H -2.888 -0.492 0.215 0.0 0.4 0.0
C -0.147 2.576 -0.764 -0.7 -0.3 -0.2
C -3.456 1.460 1.073 -0.1 0.2 0.2
C 0.303 -1.123 1.135 0.0 -0.3 0.3

No. 2
54
Properties=species:S:1:pos:R:3:forces:R:3 method="wB97M-V/def2-TZVPD" e_homo_ha=-0.3193 e_lumo_ev=0.58 gap_ev=9.3 smiles="CCCCCCCCCOC(=O)[C@H](CC(=O)O)N1CCOCC1"
H -3.227 -3.020 1.409 0.0 0.0 -0.1
C 3.157 2.399 1.465 0.1 0.3 -0.1
H -5.841 -0.264 0.527 0.1 0.0 0.1
H -2.946 -0.582 1.484 0.0 0.1 -0.1
H 1.067 -0.062 -1.940 0.0 0.1 -0.1
C 2.712 1.832 -0.981 0.3 -0.1 0.2
H 1.212 -1.810 0.221 0.0 -0.1 -0.1
H -2.102 2.470 -1.754 0.1 -0.3 0.1
H -3.973 -3.745 -0.044 0.0 0.0 0.0
O -2.528 1.652 -2.059 -0.4 0.3 -0.3
O -0.216 -2.214 -1.206 0.1 0.0 -0.5
H 3.368 3.251 3.421 0.0 0.1 0.0
H -3.492 -0.512 -2.468 0.1 -0.1 0.0
H 3.474 3.686 -0.222 0.1 0.1 0.0
C 2.100 -0.411 -1.946 0.2 -0.2 0.1
N -3.685 -1.682 -0.177 0.2 -0.1 0.0
C 3.568 2.622 0.010 -0.3 -0.1 0.0
H 2.071 2.495 1.540 -0.1 -0.1 0.0
C 2.105 -1.930 -1.765 -0.5 0.1 0.0
H 5.570 2.209 2.810 0.1 -0.1 0.0
H 5.797 3.456 1.581 0.1 0.0 -0.1
H 2.535 -0.163 -2.917 0.0 0.1 0.0
H 1.660 2.083 -0.833 -0.1 0.0 -0.1
H -5.590 -3.561 1.883 0.0 0.0 -0.1
C -1.884 0.577 -1.585 0.2 0.1 -0.2
C -5.096 -0.414 1.324 0.2 0.3 -0.2
C 2.874 0.320 -0.851 -0.3 0.2 -0.3
C -1.174 -1.947 -0.321 -0.3 -0.2 0.3
C -2.487 -0.707 -2.095 0.0 -0.1 0.2
H 3.933 0.056 -0.912 0.1 0.0 0.1
C 1.113 -2.387 -0.703 0.6 -0.1 0.2
H 2.503 0.005 0.124 0.1 -0.1 0.1
O -0.916 0.666 -0.878 0.1 0.0 0.2
H 3.572 4.412 2.110 -0.1 0.0 0.0
H 2.987 2.131 -1.997 -0.1 0.0 -0.1
C 5.317 3.229 2.530 -0.2 0.1 0.0
H -1.855 -1.039 -2.922 0.0 0.1 0.0
C -2.529 -1.823 -1.037 -0.1 0.2 -0.1
C -3.705 -0.515 0.693 -0.3 0.1 0.2
H -2.664 -2.771 -1.576 0.1 0.2 0.0
C 3.805 3.393 2.429 0.0 -0.3 0.0
C -5.356 -2.709 1.242 0.2 -0.4 -0.2
H 1.250 -3.449 -0.471 -0.1 0.2 0.0
H -6.108 -2.633 0.441 0.0 0.0 0.1
H -5.140 0.421 2.025 0.0 0.0 -0.1
H 3.421 1.386 1.772 -0.1 -0.1 0.1
H 1.837 -2.415 -2.705 0.1 -0.1 0.0
H 4.614 2.344 -0.126 0.1 0.1 0.0
C -3.972 -2.872 0.613 -0.3 0.0 0.2
H -3.525 0.382 0.100 -0.1 0.1 0.1
O -5.419 -1.567 2.062 0.0 0.0 0.2
H 3.102 -2.270 -1.478 0.0 -0.1 0.0
O -1.012 -1.905 0.869 0.0 0.0 0.0
H 5.721 3.902 3.283 0.1 0.0 0.0

No. 3
59
Properties=species:S:1:pos:R:3:forces:R:3 method="wB97M-V/def2-TZVPD" e_homo_ha="-0.4344 / -0.4300" e_lumo_ev="-4.08 / -3.09" charge=+1 gap_ev="7.7 / 8.6" multiplicity=5
H -0.514 -1.375 -4.322 -0.1 -0.7 0.5
H -2.547 1.706 -4.037 0.2 -0.3 0.2
C -2.991 0.750 -3.719 -0.5 -0.6 -0.6
N 0.555 0.485 1.011 0.1 -1.3 0.3
P -1.681 -0.602 -1.698 0.2 0.3 -0.8
N -2.000 -0.254 -3.265 -1.7 0.6 -2.5
H 1.268 -2.109 -0.890 -0.9 -0.2 -1.2
C -3.182 0.511 0.129 -0.6 -2.3 0.6
C 1.342 -0.596 1.297 0.8 -1.2 0.6
C 1.890 2.439 2.444 1.1 1.0 -1.1
H -4.877 -1.552 -0.510 -0.1 0.3 0.2
H -2.764 0.398 1.127 -0.1 0.6 0.0
H 3.504 0.379 -0.220 0.0 -0.3 0.2
H -2.267 -3.175 -2.174 -0.3 -0.3 -0.2
H -0.986 0.379 4.866 -0.4 0.3 0.1
C -0.265 -0.306 4.470 0.2 -0.1 1.4
H 2.155 -2.451 5.486 0.3 -0.4 0.5
H 0.812 2.533 2.455 0.2 -0.1 -0.3
C 0.510 -1.089 5.338 0.1 -0.6 -0.7
C 1.072 -1.146 2.663 -1.7 2.4 -0.8
H 0.277 -1.006 6.397 0.4 -0.4 -0.1
C -1.212 -3.192 -1.985 1.1 -0.8 1.6
H -3.876 -2.122 -1.810 -0.4 -0.1 -1.5
Mn 0.423 1.711 -0.629 1.2 1.1 1.1
H -3.588 0.373 -4.636 0.8 0.4 1.7
H 3.476 4.852 0.328 -0.2 1.7 0.7
C 1.861 -1.899 3.449 -0.1 -0.6 0.8
N -2.816 -0.811 -0.560 -2.1 0.2 -1.0
H -0.166 0.274 -4.291 -0.6 0.3 0.1
H 0.750 3.328 -1.178 -0.3 -0.9 0.0
N -0.708 -1.844 -1.859 1.3 -1.1 0.6
H 2.241 3.325 2.929 0.7 0.3 0.7
H 2.271 1.493 2.846 -0.1 0.5 0.0
H -1.387 -0.407 -5.391 -0.6 0.4 1.1
C 0.751 -1.759 -1.833 0.2 -0.6 0.7
O -0.929 1.683 2.229 -1.4 0.8 0.0
C 0.047 -0.337 3.162 0.3 0.0 -1.5
H 4.654 1.684 -0.339 0.3 0.1 -0.3
H -0.678 -3.714 -2.785 -0.2 0.0 0.0
As 2.617 2.539 0.551 -2.6 -0.3 -0.1
H 2.690 -2.402 2.987 0.3 -0.3 0.3
H 4.588 3.732 -0.352 -0.1 0.0 0.2
C 1.530 -1.913 4.813 -0.4 0.9 0.3
H 4.511 0.870 1.255 -1.6 0.8 -1.8
H -3.619 0.951 -2.865 -0.7 0.2 0.0
C -0.273 0.684 2.095 0.9 -0.9 0.3
C 3.533 4.009 -0.281 0.9 -0.7 -0.1
H 1.122 -0.755 -1.918 -0.1 0.7 -0.3
O 2.273 -1.050 0.660 0.1 0.2 -1.0
C -3.881 -1.860 -0.791 1.3 0.2 1.3
C -1.023 -0.426 -4.336 1.5 -0.6 -0.6
O -0.989 0.572 -1.131 1.7 2.2 -0.1
H 1.050 -2.299 -2.725 0.7 -0.2 0.0
H -3.598 -2.792 -0.279 -0.3 0.4 0.3
H 3.194 4.178 -1.290 -0.5 0.1 0.0
H -0.988 -3.737 -1.001 -0.5 0.4 -1.4
C 3.911 1.235 0.296 2.6 -1.9 1.7
H -2.809 1.380 -0.370 0.0 0.2 -0.2
H -4.260 0.528 0.191 -0.3 0.2 0.1

No. 4
62
Properties=species:S:1:pos:R:3:forces:R:3 method="wB97M-V/def2-TZVPD" e_homo_ha="-0.3579 / -0.3583" e_lumo_ev="-3.16 / -3.15" charge=+1 gap_ev="6.6 / 6.6" multiplicity=4
C -3.985 0.156 -0.346 -1.6 -0.4 0.0
O -0.306 -0.400 1.503 0.3 -0.6 -0.3
C -4.274 1.378 -0.969 -0.7 0.1 0.7
H -1.084 -5.284 -0.137 0.3 0.2 -0.1
H -0.975 2.826 -3.805 0.0 -0.1 -0.2
H -2.044 -3.945 3.504 0.3 -0.1 1.2
H -2.634 -4.879 -2.635 0.2 0.8 0.0
C 0.616 1.227 3.608 -0.3 -0.3 -0.8
H -5.254 1.892 -0.912 0.3 -1.1 -0.5
C -0.255 -3.010 4.223 0.3 0.3 0.7
H -0.012 3.014 4.591 0.0 0.0 -0.1
O -0.155 -2.477 2.873 -0.8 -0.4 0.7
H -2.318 -3.380 -3.641 -0.1 -0.2 0.3
C -0.816 3.393 -2.894 0.0 0.6 1.9
S 3.300 0.600 -1.586 -0.8 0.1 -0.1
H 0.803 -3.506 -4.357 -0.3 -0.7 0.4
H 0.091 -2.220 4.928 -0.5 -0.7 -0.4
C 3.409 4.570 -1.645 -0.4 0.5 1.6
N 1.529 2.795 -1.405 -0.1 -0.8 -0.5
H 1.898 -4.183 -3.152 -0.7 -0.2 0.0
Nd 0.717 -0.314 -0.695 0.6 -0.5 1.3
C 0.875 -4.285 -3.571 0.1 1.5 1.1
P 0.550 -1.132 2.534 1.8 1.1 -1.3
H 0.031 1.387 2.676 0.1 0.0 0.9
H 0.668 1.794 5.690 -0.5 0.0 -0.4
C 4.695 5.384 -1.748 0.1 -1.0 -0.2
C -1.669 -3.525 4.482 -0.8 0.5 -0.5
H -0.960 1.576 4.946 -0.6 -0.1 0.4
H 0.383 -4.244 0.231 -0.5 -0.2 -0.2
H 0.469 -3.818 4.244 0.0 -0.2 0.2
N 3.713 3.182 -1.254 0.1 0.5 -1.4
O 0.636 -0.255 3.857 -0.4 0.7 -0.2
H -2.385 -0.916 0.691 -0.3 0.1 -1.4
H 5.232 4.987 -2.611 0.1 0.4 -0.3
H -4.793 -0.565 -0.129 0.4 0.8 0.6
N -1.691 0.477 -0.702 0.7 0.6 1.1
H 0.199 3.830 -2.866 -0.7 0.2 -0.5
H -1.715 -4.233 5.335 0.2 0.1 -0.8
H 1.623 1.539 3.365 0.4 -0.1 0.2
H 2.842 4.671 -2.603 0.4 -0.5 0.8
C -2.268 -3.826 -2.639 0.4 -0.1 0.2
Te 2.804 -1.406 1.503 -1.4 -0.1 0.5
H 2.755 4.884 -0.799 0.3 0.5 -0.9
C 2.759 2.239 -1.420 -0.8 0.5 0.8
C -2.680 -0.199 -0.122 0.2 -0.4 0.5
C -0.123 -4.901 -0.507 0.5 0.8 0.1
O 0.026 -2.068 -1.834 -0.9 -2.9 -0.4
H -3.416 2.910 -2.173 -0.1 0.7 0.5
N 0.429 2.010 -1.201 -1.5 1.6 -1.3
As -0.383 -3.768 -2.102 1.0 1.4 -0.4
C -3.245 2.122 -1.461 1.9 -0.4 -0.9
H -1.635 4.160 -2.780 1.0 -0.7 -0.2
C -1.912 1.647 -1.296 -1.7 -0.4 -0.3
H 0.594 -5.712 -0.670 -0.3 0.1 -0.4
C 0.032 1.944 4.794 1.0 -0.2 0.2
H 0.713 -5.290 -3.903 -0.2 -0.4 -0.3
H 4.489 6.427 -1.863 -0.2 0.6 -0.3
H -2.821 -3.186 -1.921 0.3 -0.5 -0.4
H -2.395 -2.725 4.757 0.7 -0.3 -0.3
H 4.679 2.919 -1.340 0.0 -0.4 -0.2
C -0.757 2.417 -1.712 3.0 -0.6 -0.8
H 5.400 5.296 -0.928 -0.3 -0.2 0.5